# 1
83
Properties=species:S:1:pos:R:3:forces:R:3 method="wB97M-V/def2-TZVPD" charge=+1 multiplicity=2 lumo_ev="-4.329 / -3.357" homo_lumo_gap_ev="6.6811 / 7.6739" mol_weight_g_mol=826.50
Fe 0.62658 0.71765 -2.41324 1.204 2.630 0.014
N -2.45518 3.88407 -2.94363 0.103 -0.066 0.049
C -1.41081 3.13224 -2.55574 -0.271 -0.270 -0.255
S -1.08678 1.71801 -3.52798 0.433 -0.691 -0.405
N -0.73322 3.47015 -1.51401 0.375 0.181 0.254
N 0.31071 2.62280 -1.27956 -0.238 -0.753 -0.354
C 0.97783 2.82109 -0.20230 0.062 0.154 0.283
C 0.65337 3.87032 0.79496 0.010 0.051 -0.195
C -0.58268 3.86963 1.43291 -0.005 -0.082 0.137
C -0.88004 4.85140 2.36387 0.042 0.000 0.042
C 0.04281 5.85405 2.63951 -0.018 -0.004 -0.076
C 1.26669 5.87073 1.98536 0.003 -0.037 0.062
C 1.57818 4.87135 1.07387 0.007 0.020 0.001
C 2.10104 1.89977 0.01780 -0.211 0.160 0.188
C 2.81697 1.84260 1.20231 0.154 0.013 0.073
C 3.83582 0.90776 1.31848 -0.059 0.076 0.029
C 4.10354 0.06656 0.25194 0.036 -0.009 -0.037
C 3.31895 0.17763 -0.88390 0.016 0.056 -0.078
N 2.33777 1.07240 -0.99615 -0.079 -1.249 -0.299
H -2.99279 3.64175 -3.75475 -0.016 0.002 -0.006
H -2.66878 4.72315 -2.43316 0.009 0.028 -0.005
H -1.30171 3.09034 1.21042 0.001 0.040 -0.039
H -1.83348 4.83872 2.87645 0.012 0.001 -0.030
H -0.19761 6.62826 3.35665 0.009 -0.020 -0.006
H 1.98118 6.65744 2.19035 -0.009 -0.021 -0.014
H 2.53466 4.87991 0.56302 -0.013 0.013 0.018
H 2.56690 2.50939 2.01540 0.026 0.012 -0.026
H 4.40892 0.83893 2.23390 -0.005 -0.004 -0.014
H 4.89400 -0.66987 0.29684 -0.030 0.009 -0.011
H 3.47616 -0.47074 -1.73781 -0.015 -0.012 0.020
I 5.18838 3.14187 -6.04890 0.056 0.055 -0.025
C 3.90200 1.87468 -5.07501 -0.021 -0.007 0.056
C 3.78322 0.51225 -5.24062 0.041 0.010 0.077
N 2.81964 0.10316 -4.40134 0.128 0.034 -0.122
N 2.29991 1.12210 -3.70715 -0.897 0.180 -0.136
C 2.94734 2.20874 -4.10728 -0.059 0.103 0.190
H 4.32424 -0.17009 -5.87486 -0.068 -0.010 0.008
H 2.35370 -0.79186 -4.31529 -0.051 0.005 -0.016
H 2.71622 3.17655 -3.69017 -0.025 -0.045 -0.015
C -0.75659 -4.82535 1.15638 -0.003 0.049 -0.009
C -0.64152 -3.66997 0.14053 0.065 -0.090 -0.062
C 0.81512 -3.57933 -0.35042 -0.021 -0.026 0.023
C -1.49462 -4.00799 -1.09268 0.013 -0.018 0.040
Si -1.24931 -2.07401 0.97034 0.068 0.074 -0.226
Br -0.43643 -0.39215 -0.51759 -0.527 0.004 0.660
C -0.36585 -1.57618 2.58469 0.066 0.133 0.043
C 1.11329 -1.99003 2.55716 -0.028 -0.014 0.023
C -0.39039 -0.05964 2.85751 -0.036 -0.064 0.035
C -1.06423 -2.29996 3.75408 0.007 -0.023 -0.055
C -3.12036 -1.75003 0.91788 -0.102 0.073 -0.082
C -3.84156 -2.96193 1.54238 0.054 0.013 -0.007
C -3.65286 -1.53614 -0.51172 0.001 -0.030 0.044
C -3.48871 -0.48616 1.71139 -0.008 -0.055 0.019
H -0.46247 -5.75848 0.66701 -0.018 0.015 0.015
H -1.77613 -4.95349 1.52725 0.033 -0.027 -0.020
H -0.10088 -4.68554 2.01740 0.002 -0.031 -0.033
H 1.06844 -4.52425 -0.84149 -0.004 0.018 0.027
H 1.53003 -3.42585 0.45443 0.006 -0.006 -0.022
H 0.94385 -2.78185 -1.08476 -0.008 -0.039 -0.014
H -1.08482 -4.90642 -1.56412 -0.011 0.022 0.012
H -1.47163 -3.20704 -1.83573 -0.010 -0.033 0.005
H -2.53246 -4.22048 -0.83775 0.018 -0.005 -0.026
H 1.64637 -1.52640 1.72221 -0.002 -0.013 0.029
H 1.24457 -3.07016 2.49916 0.019 0.024 0.003
H 1.58743 -1.65392 3.48517 -0.013 -0.006 -0.026
H 0.07450 0.50602 2.04892 0.027 0.004 0.040
H 0.18067 0.13532 3.77149 -0.038 -0.017 -0.014
H -1.39499 0.32850 3.00880 0.026 0.011 0.006
H -1.06779 -3.38548 3.62950 0.019 0.030 0.037
H -2.09723 -1.97424 3.88059 0.035 0.011 0.030
H -0.53152 -2.07379 4.68267 -0.006 -0.016 -0.022
H -3.69958 -3.87042 0.95534 -0.039 0.024 0.005
H -4.91555 -2.75667 1.57578 0.025 -0.005 0.008
H -3.51115 -3.16575 2.56357 -0.042 0.006 -0.019
H -3.47921 -2.38474 -1.16767 -0.025 0.017 -0.006
H -3.21491 -0.65259 -0.97769 -0.031 -0.004 0.007
H -4.73443 -1.37866 -0.45349 0.029 -0.014 0.005
H -3.29799 -0.59086 2.77940 -0.012 0.023 -0.018
H -4.55937 -0.29719 1.58789 0.028 -0.007 0.009
H -2.95207 0.39152 1.34263 -0.037 -0.007 0.008
O -1.07766 -2.03689 -4.71411 0.108 0.045 -0.050
C -0.29887 -1.41382 -4.10293 -0.080 0.033 0.416
N 0.53528 -0.82246 -3.46057 -0.186 -0.632 -0.175

=====

# 2
52
Properties=species:S:1:pos:R:3:forces:R:3 method="wB97M-V/def2-TZVPD" e_above_lowest_kj_mol=8.2 lumo_ev=0.551 homo_lumo_gap_ev=10.4533 smiles="O=C1[C@@H]2[C@@H]3C=C[C@H]([C@@H]2C(=O)N1CCCO)[C@H]1[C@@H]2C(=O)N(CCCO)C(=O)[C@@H]2[C@@H]31" mol_weight_g_mol=388.42
O -3.71113 -1.65621 -0.83554 -0.125 -0.386 0.029
C -3.15772 -0.58781 -0.91967 0.268 0.420 -0.212
N -3.72778 0.61715 -0.59012 -0.356 -0.001 -0.032
C -2.89071 1.70122 -0.75650 0.226 -0.142 -0.283
O -3.19672 2.84010 -0.52838 0.031 0.273 0.083
C -1.55299 1.18325 -1.25023 0.128 0.308 0.037
C -1.73188 -0.32991 -1.36520 0.052 -0.336 0.001
H -1.59298 -0.70572 -2.38118 -0.069 0.023 0.019
C -0.74907 -1.05252 -0.41086 0.007 -0.096 -0.162
C -0.98807 -0.49781 0.96077 -0.013 -0.162 0.084
C -0.83778 0.81521 1.06370 0.015 0.138 0.101
C -0.45273 1.50587 -0.20932 0.035 0.109 -0.157
H -0.35178 2.58439 -0.08628 -0.011 -0.048 -0.019
C 0.83253 0.87276 -0.75509 0.038 0.393 -0.048
H 1.15264 1.38981 -1.66082 -0.033 0.014 -0.025
C 0.65532 -0.65162 -0.87660 -0.050 -0.379 -0.116
H 0.86428 -1.08020 -1.85778 -0.031 -0.002 -0.029
C 1.79062 -0.86077 0.15432 -0.009 -0.260 0.029
C 3.07442 -1.36016 -0.46450 -0.326 0.211 0.128
O 3.36381 -2.48994 -0.75920 0.089 -0.280 -0.021
N 3.87100 -0.26085 -0.70227 0.322 -0.021 -0.309
C 3.33919 0.94006 -0.28307 -0.379 -0.079 0.085
O 3.87343 2.01028 -0.41558 0.096 0.247 0.009
C 1.96619 0.65353 0.27548 0.065 0.238 0.047
H 1.81557 1.12888 1.24136 0.094 0.006 0.026
C 5.22651 -0.37982 -1.19254 0.304 -0.166 -0.032
C 6.18711 -0.74814 -0.06058 -0.313 0.374 0.153
H 5.88683 -1.70737 0.36345 0.107 -0.079 -0.012
H 7.19265 -0.84234 -0.47031 0.040 -0.042 0.005
C 6.19584 0.29474 1.05514 0.557 -0.050 -0.197
O 5.00295 0.17544 1.80966 -0.295 -0.069 0.305
H 4.99347 0.86570 2.48003 0.010 -0.026 -0.037
H 7.06594 0.12431 1.70505 -0.086 0.045 -0.104
H 6.27133 1.30140 0.62300 0.038 -0.084 0.036
H 5.49901 0.58450 -1.62834 -0.047 -0.120 -0.016
H 5.24023 -1.15842 -1.95889 -0.025 0.134 0.017
H 1.51939 -1.43590 1.03606 0.081 -0.024 0.024
H -0.98788 1.37849 1.96913 -0.049 0.023 0.216
H -1.27259 -1.14605 1.77260 -0.060 -0.041 0.207
H -0.89699 -2.13172 -0.45836 -0.001 0.055 -0.007
H -1.30436 1.66239 -2.19958 -0.073 -0.009 0.022
C -5.08192 0.73546 -0.08375 -0.270 -0.019 0.085
C -5.24605 0.02339 1.26724 -0.225 -0.207 -0.175
H -4.34953 -0.56778 1.46731 -0.008 0.040 0.061
H -5.35782 0.74156 2.07881 0.045 0.013 0.054
C -6.45683 -0.91868 1.24965 0.083 0.199 0.424
O -6.50171 -1.72887 0.10696 0.119 -0.376 -0.306
H -5.60410 -2.03518 -0.10070 -0.120 0.092 -0.017
H -6.44139 -1.53446 2.16209 -0.073 0.161 -0.065
H -7.38588 -0.34064 1.24366 0.049 -0.027 0.077
H -5.75780 0.27612 -0.81238 0.118 0.133 0.072
H -5.29408 1.80289 -0.01182 0.033 -0.119 -0.054

=====

# 3
82
Properties=species:S:1:pos:R:3:forces:R:3 method="wB97M-V/def2-TZVPD" charge=+1 e_above_lowest_kj_mol=488.1 lumo_ev=-4.963 homo_lumo_gap_ev=6.4036 mol_weight_g_mol=807.27
C 0.62075 3.50495 3.79833 -1.639 1.165 0.171
N 0.53150 3.17665 2.32095 1.551 -1.432 0.118
C 1.57120 3.92860 1.50675 0.884 -0.257 -1.223
B 0.64896 1.68203 2.06891 2.363 1.339 -0.726
O 2.02774 1.09252 1.94049 -2.753 0.915 -1.640
C -0.59994 0.61790 1.91186 -0.960 0.174 -0.344
C -0.32824 -0.35474 3.24547 -0.028 1.050 1.204
O 0.26319 -1.65790 2.90632 -1.930 1.778 -1.038
N 1.32408 -1.79282 3.75289 5.332 -0.802 -1.329
O 2.35180 -2.01388 3.12416 -3.817 0.294 2.230
C -0.82210 -0.14488 0.44737 -0.759 -1.213 0.293
C 0.43299 -0.95376 -0.22571 -0.283 -2.000 -0.094
C 1.03580 -0.29276 -1.59924 5.780 4.435 1.095
O 2.10360 0.51038 -1.56681 -7.192 -5.342 -0.068
Br 0.24630 -0.67254 -3.43374 0.492 0.222 2.090
C -2.17275 -1.01381 0.91516 0.825 3.170 1.540
N -2.86007 -0.22977 1.83739 1.667 -3.489 -3.946
C -4.09488 -0.81565 2.47510 -1.927 -1.152 0.535
C -5.52390 -0.23390 1.93390 -0.812 0.182 0.816
C -5.89546 1.07192 2.87579 0.394 -0.413 -0.673
C -6.98718 2.09899 2.21196 0.381 1.087 1.361
O -7.80939 1.52732 1.13342 1.421 2.356 -0.237
C -2.14837 1.11926 2.07300 -0.189 -1.360 3.426
P -2.83978 2.58368 1.08525 -1.637 3.403 -1.162
O -4.36804 2.23713 0.24650 3.330 -0.927 0.836
O -3.27092 3.82770 2.27821 -0.838 -2.309 -3.079
S -1.67236 3.35020 -0.26135 -0.242 -0.919 0.583
H 0.05685 2.67820 4.41317 1.422 1.784 -1.221
H 1.70547 3.72711 4.17752 -1.912 -0.857 -0.745
H 0.00251 4.51058 3.95048 1.337 -2.030 -0.102
H 1.21786 5.00945 1.17581 0.638 -2.260 1.008
H 1.74325 3.32683 0.49264 -0.434 1.414 1.965
H 2.64567 3.95810 2.02425 -2.374 0.111 -0.904
H 2.41215 1.30869 1.03610 -0.473 -0.360 1.630
H -1.28772 -0.44816 3.93554 1.832 -0.112 -1.627
H 0.47812 0.19903 3.93080 -1.816 -1.034 -1.437
H -1.27621 0.49408 -0.42411 0.952 -0.409 1.951
H 1.32385 -1.18312 0.53527 -1.956 0.989 -1.746
H 0.01427 -2.03012 -0.52328 0.938 2.289 0.436
H -2.39191 -2.08918 0.50994 -0.148 2.202 1.238
H -4.07262 -0.65162 3.65482 0.270 -0.384 -2.606
H -4.08407 -1.98088 2.21671 0.278 2.622 0.766
H -6.37532 -1.04268 2.14596 2.116 1.579 -0.484
H -5.56004 -0.02427 0.78397 0.321 -0.255 2.304
H -6.26568 0.64761 3.90188 0.647 0.885 -1.936
H -4.88500 1.65772 3.08072 -2.163 -0.962 -0.341
H -7.68545 2.46270 3.10808 1.377 -0.759 -2.031
H -6.38707 3.05341 1.84105 -1.323 -2.062 0.626
H -7.83251 2.26091 0.42507 -0.082 -1.905 1.637
H -2.37672 1.30963 3.22852 0.474 0.048 -2.442
H -4.03684 1.82640 -0.62637 -0.726 1.103 1.653
H -3.87204 4.47571 1.76391 1.346 -1.327 1.022
C 2.84747 3.62501 8.48122 0.868 -0.214 1.023
C 2.14828 4.80191 7.89152 0.458 0.964 -0.062
O 1.56469 4.28428 6.71748 -0.441 -0.939 0.391
C 1.32977 2.96967 6.98820 -1.321 -1.885 -1.074
O 0.59170 2.25644 6.32910 1.642 1.278 1.868
O 2.01656 2.54907 8.09404 -0.925 0.160 -1.121
F 3.03277 5.76195 7.53987 -0.101 0.186 0.009
H 3.85023 3.47652 8.06672 -0.139 0.239 -0.070
H 2.92391 3.68921 9.56999 -0.130 -0.175 -0.194
H 1.36952 5.22885 8.53243 0.117 0.116 -0.138
C 3.43784 -1.74448 -5.76016 0.049 0.656 1.087
C 2.51335 -2.11370 -6.86953 -0.444 0.476 -0.577
O 3.34878 -2.78513 -7.78501 0.309 -0.450 0.795
C 4.32868 -3.34812 -7.02375 2.173 -2.168 -0.845
O 5.07756 -4.22844 -7.41373 -1.775 2.069 0.896
O 4.36525 -2.81116 -5.76605 0.029 -0.635 -0.910
F 2.02000 -1.00957 -7.47383 -0.291 0.064 -0.080
H 3.96627 -0.80314 -5.94463 -0.217 -0.059 -0.183
H 2.92517 -1.67603 -4.79689 0.207 -0.154 -0.099
H 1.69200 -2.77281 -6.56875 -0.045 0.132 -0.152
C 4.59042 -6.40719 -10.56191 0.964 0.912 -0.224
C 3.45196 -6.62712 -9.62531 -0.543 0.411 0.221
O 2.87920 -7.83213 -10.08005 0.790 -0.248 0.000
C 3.91073 -8.52720 -10.63638 0.202 -3.268 -1.005
O 3.87390 -9.71946 -10.89137 0.075 2.957 0.587
O 4.99571 -7.72651 -10.86701 -0.763 -0.793 0.228
F 2.53075 -5.64518 -9.74700 -0.275 0.217 0.206
H 4.28864 -5.89801 -11.48336 -0.218 -0.016 0.199
H 5.40568 -5.84343 -10.10047 -0.060 -0.242 -0.066
H 3.74790 -6.73302 -8.57615 -0.145 0.146 -0.070

=====

# 4
16
Properties=species:S:1:pos:R:3:forces:R:3 method="wB97M-V/def2-TZVPD" e_above_lowest_kj_mol=278.6 lumo_ev=1.092 homo_lumo_gap_ev=10.5389 mol_weight_g_mol=99.13
C 1.48601 -1.29688 -0.12873 0.041 -0.017 0.033
C 0.53137 -0.26925 -0.72445 0.113 0.030 -0.064
C -0.94548 -0.73570 -0.91256 -0.087 -0.121 -0.099
C -1.42218 0.28535 0.15992 -0.136 0.042 0.017
C 0.00366 0.77021 0.24401 0.190 0.185 0.201
N 0.60665 1.69557 0.86122 -0.064 -0.480 -0.406
O -0.29078 2.41743 1.65097 -0.005 0.261 0.228
H 1.69502 -2.09366 -0.85140 -0.036 0.112 0.096
H 1.05636 -1.75651 0.76938 0.043 0.080 -0.125
H 2.43388 -0.82814 0.15375 -0.131 -0.065 -0.041
H 0.96906 0.17438 -1.62641 -0.067 -0.057 0.133
H -1.34553 -0.54514 -1.91181 0.058 -0.027 0.157
H -1.12073 -1.78586 -0.65900 0.048 0.172 -0.030
H -1.79158 -0.15680 1.09069 0.061 0.075 -0.106
H -2.14306 1.03965 -0.16946 0.106 -0.100 0.044
H 0.27732 3.08535 2.05389 -0.133 -0.090 -0.038

=====

# 5
41
Properties=species:S:1:pos:R:3:forces:R:3 method="wB97M-V/def2-TZVPD" e_above_lowest_kj_mol=0.0 multiplicity=5 lumo_ev="-1.169 / -3.774" homo_lumo_gap_ev="9.2545 / 6.6466" mol_weight_g_mol=736.53
Os -0.74638 -0.79277 -0.77086 -0.296 -0.052 0.126
O -3.05947 0.62459 1.73425 -0.569 -0.675 0.311
S -2.41547 1.76351 1.13091 0.789 -0.351 0.659
O -3.18020 2.93732 0.96414 -1.025 1.116 -0.377
O -1.73635 1.35390 -0.12088 0.375 -0.115 -0.881
C -1.17725 2.24760 2.32822 -0.424 0.220 -0.046
C -1.50953 3.27924 3.18541 0.248 0.594 0.419
C -0.59210 3.74670 4.13584 -0.429 0.180 0.326
C 0.66791 3.18649 4.23594 0.413 -0.137 0.106
C 0.99351 2.11119 3.41910 -0.176 0.240 0.340
C 0.04557 1.65601 2.51742 1.460 -0.924 -0.593
S 0.75742 0.47879 1.39657 -0.525 -1.902 0.754
O 1.88405 -0.18234 1.96507 -0.259 0.383 0.386
O -0.37689 -0.66053 1.13868 0.697 0.635 0.170
O 0.90242 1.08502 0.11712 0.228 0.703 -1.487
H -2.46450 3.77042 3.08136 -0.091 -0.066 -0.019
H -0.88013 4.54584 4.83667 0.111 -0.354 -0.577
H 1.42113 3.56718 4.93038 -0.396 -0.090 -0.155
H 1.96132 1.62784 3.46111 -0.081 0.068 0.060
N -2.87730 -1.01482 -0.35437 0.905 0.252 0.508
N -3.30899 -2.04819 -1.19786 -0.807 -0.249 -0.951
C -2.69622 -2.01338 -2.48119 -0.486 -1.083 -0.046
O -3.17117 -2.53348 -3.44805 -0.281 0.249 0.342
O -1.50826 -1.47046 -2.45091 1.453 1.157 0.480
H -3.02078 -1.14187 0.66252 -0.077 -0.215 -0.487
H -3.24030 -0.08461 -0.55117 -0.341 0.044 -0.187
H -4.31044 -2.09841 -1.37113 -0.027 0.049 0.601
F 0.79140 -0.57435 -3.66204 0.075 0.186 -0.746
C 1.59303 -1.62946 -3.52768 -0.650 -0.578 -0.006
F 0.85338 -2.73868 -3.74974 0.311 0.550 -0.086
F 2.57745 -1.61365 -4.43194 -0.482 0.430 0.421
C 2.06304 -1.62669 -2.05308 0.228 -0.652 -0.614
O 0.98311 -1.49765 -1.20979 0.059 0.157 0.280
C 2.73431 -3.00321 -1.78584 -0.172 -0.222 0.353
F 3.47139 -2.94654 -0.67582 -0.080 -0.301 -0.031
F 3.50897 -3.40841 -2.78820 0.213 0.214 -0.057
F 1.78152 -3.91681 -1.63949 -0.069 -0.273 0.408
C 3.08385 -0.51774 -1.80476 0.712 1.333 0.301
F 4.26856 -0.71984 -2.41724 -0.647 -0.221 0.065
F 3.32724 -0.41017 -0.49989 -0.093 0.152 -0.272
F 2.60116 0.66239 -2.24878 0.206 -0.456 0.206